130
Properties=species:S:1:pos:R:3:forces:R:3 method="wB97M-V/def2-TZVPD" e_homo_ev=-6.75 multiplicity=1 total_charge=0 e_tot_ev=-78249.215
C 4.319408 0.318003 2.250271 -0.273 3.272 -0.422
C 4.357437 1.720242 1.842559 -0.518 -2.676 0.883
C 3.596812 2.754490 2.808446 1.722 -1.635 5.084
O 3.751339 2.600100 4.106272 -1.825 -6.719 -10.432
O 2.793670 3.872895 2.387830 0.415 -3.481 -0.587
C 1.828901 3.503112 1.360097 -1.557 0.997 -1.277
C 0.278713 3.841298 1.781924 0.741 -0.997 0.291
C -0.650508 3.322484 0.566565 0.532 1.360 -0.230
C -2.240736 3.378904 0.843223 -0.028 -0.881 -0.489
C -2.691569 2.962605 2.334318 -1.361 0.069 -0.123
C -2.943341 1.343506 2.512936 -0.411 0.035 0.793
C -2.193621 0.811899 3.840761 -1.358 -0.883 3.574
O -2.776862 0.741943 4.991581 2.744 0.681 -5.732
O -0.811127 0.411064 3.772225 -3.115 -0.085 -0.709
C -0.648719 -0.771153 2.910045 1.942 -0.582 -0.409
C 0.654626 -0.447996 1.960380 -0.308 0.137 0.003
O 0.584167 -1.146845 0.684855 -0.655 1.274 0.501
C -0.239582 -0.425315 -0.281853 -0.513 0.106 -0.118
H 4.398069 -0.565667 1.521760 0.603 1.741 1.165
H 4.148233 0.057939 3.368302 -0.290 0.633 -2.190
H 4.881722 2.005247 0.856971 -1.574 -0.372 1.375
H 1.831501 2.384404 1.076510 0.449 1.815 0.452
H 2.071726 4.170157 0.429112 -0.374 -1.455 1.473
H 0.060088 3.219018 2.747308 0.392 1.168 -1.664
H 0.143728 4.963137 2.024622 0.191 -1.815 -0.471
H -0.449753 4.049967 -0.328661 -0.352 -1.423 1.483
H -0.250588 2.295749 0.225177 -0.945 1.517 0.650
H -2.686541 4.407940 0.512637 0.969 -1.789 0.924
H -2.730225 2.597697 0.122406 0.763 1.473 1.226
H -2.030197 3.372460 3.181083 -0.851 -0.644 -1.481
H -3.748584 3.436987 2.500379 1.954 -0.778 -0.235
H -2.697305 0.746648 1.555295 -0.035 1.043 1.664
H -4.082952 1.170365 2.701374 2.309 0.257 -0.239
H -0.335127 -1.660946 3.591018 -0.894 1.525 -1.120
H -1.588106 -1.052271 2.308061 1.480 0.614 0.871
H 0.725259 0.698849 1.786515 -0.218 -1.835 0.405
H 1.621712 -0.789217 2.481591 -1.582 0.480 -0.771
H -0.838499 -1.190794 -0.921240 1.277 1.466 1.265
H 0.438854 0.223649 -0.980174 -1.236 -1.068 1.221
H -0.983419 0.269064 0.287018 1.212 -1.111 -1.109
C -2.815284 2.616978 7.231344 0.103 1.099 0.443
C -2.667756 4.011092 7.781891 0.355 4.452 1.796
N -2.558315 5.130102 8.221251 -0.529 -5.743 -2.270
H -1.831134 2.165003 7.093980 -0.137 0.090 -0.026
H -3.395449 2.003082 7.923246 0.072 0.135 -0.047
H -3.328540 2.650031 6.268965 0.125 0.017 0.166
C 2.970260 -1.011294 -2.843189 0.102 0.922 0.409
C 3.132437 0.383670 -2.299310 0.441 3.819 1.547
N 3.261695 1.494934 -1.863947 -0.646 -5.114 -2.076
H 3.949663 -1.477459 -2.968343 -0.081 0.146 0.046
H 2.374915 -1.612387 -2.152404 0.012 0.159 -0.027
H 2.465656 -0.976978 -3.811022 0.037 0.026 0.127
C -0.358374 0.073470 -4.998223 -0.271 -0.650 0.671
C -0.626719 -0.913069 -3.892957 -0.758 -2.767 3.033
N -0.837537 -1.702710 -3.014457 0.937 3.670 -4.367
H 0.541907 0.648627 -4.771490 -0.112 -0.067 0.071
H -0.214276 -0.455925 -5.942063 0.016 -0.087 0.241
H -1.202307 0.759026 -5.099104 0.086 -0.074 0.188
C -2.052931 -3.842162 -6.879945 0.823 0.470 0.438
C -0.722737 -3.334292 -6.392221 3.679 1.346 1.317
N 0.337290 -2.928954 -6.003548 -4.889 -1.882 -1.908
H -2.316235 -4.761505 -6.352771 0.217 0.284 -0.052
H -2.826526 -3.092893 -6.697438 0.172 0.010 0.063
H -2.002446 -4.048175 -7.951062 0.119 0.009 0.140
C -7.276533 2.505116 2.564712 0.599 -0.420 -0.684
C -6.399369 1.857799 1.526860 2.334 -1.771 -2.944
N -5.700516 1.341982 0.699567 -3.297 2.356 3.774
H -8.223830 1.967255 2.638170 0.151 0.018 -0.102
H -6.778850 2.485105 3.536656 0.030 -0.053 -0.152
H -7.476196 3.542207 2.287811 0.065 -0.155 -0.063
C 8.282944 -1.516238 1.074453 -1.007 -0.351 0.302
C 6.917339 -2.090554 1.341101 -3.788 -1.591 0.736
N 5.828931 -2.547148 1.553486 5.126 2.032 -1.032
H 8.358997 -0.519322 1.513996 -0.146 -0.115 0.000
H 9.048697 -2.158305 1.513449 -0.167 0.027 -0.111
H 8.452612 -1.445058 -0.001353 -0.101 -0.107 0.154
C -4.586658 -1.898992 -1.018649 0.001 -0.186 -1.018
C -4.600221 -2.214240 -2.491205 0.031 -0.903 -4.127
N -4.608270 -2.466694 -3.663997 -0.015 1.199 5.456
H -5.310043 -2.529400 -0.497534 0.070 0.043 -0.137
H -3.591734 -2.084997 -0.608530 -0.071 -0.009 -0.163
H -4.846928 -0.850354 -0.858323 0.026 -0.092 -0.061
C 3.845865 -5.133287 2.852402 -1.011 -0.005 0.335
C 2.438174 -5.206965 3.382064 -3.926 -0.237 1.486
N 1.316754 -5.265701 3.804047 5.224 0.296 -1.969
H 4.024740 -5.955163 2.156177 -0.110 0.074 0.102
H 3.998189 -4.185851 2.331381 -0.031 -0.103 0.095
H 4.557738 -5.204146 3.677185 -0.153 0.023 -0.056
C 0.711921 4.448352 8.782606 0.926 0.443 0.359
C 2.039405 4.968792 9.266885 3.740 1.401 1.326
N 3.096733 5.383860 9.652608 -4.944 -1.898 -1.811
H 0.457613 3.527281 9.311030 0.105 0.124 -0.015
H -0.067363 5.190607 8.966164 0.131 -0.084 -0.011
H 0.761726 4.242440 7.711322 0.092 0.047 0.117
C -4.671358 -7.153846 -7.653392 0.853 0.121 0.512
C -3.268474 -7.064736 -7.114929 3.846 0.094 1.471
N -2.149814 -6.993763 -6.685833 -5.234 -0.517 -2.054
H -5.384031 -6.835463 -6.889532 0.193 0.006 0.007
H -4.775441 -6.509367 -8.528379 0.101 -0.147 0.079
H -4.893806 -8.182520 -7.941306 0.108 0.194 0.016
C 11.487464 -1.001061 -1.914182 -0.171 -0.694 0.735
C 11.214965 -2.005826 -0.826400 -0.693 -2.839 3.024
N 10.997828 -2.806339 0.040114 1.061 3.766 -4.101
H 12.390603 -0.434467 -1.678865 -0.114 -0.118 0.045
H 11.627273 -1.514451 -2.867614 -0.033 -0.009 0.167
H 10.646242 -0.310409 -2.001531 0.071 -0.117 0.066
C 3.044598 6.775331 5.374649 0.027 -0.970 -0.354
C 3.377566 5.344275 5.038209 0.663 -3.609 -0.891
N 3.639523 4.193457 4.767835 -0.070 13.517 6.085
H 1.980507 6.866495 5.603858 0.109 -0.013 -0.030
H 3.624470 7.096865 6.242041 -0.044 -0.152 -0.088
H 3.282827 7.421701 4.527207 -0.027 -0.119 0.059
C 1.208725 3.943720 -3.482150 -0.868 -0.391 0.207
C -0.160035 3.382753 -3.208365 -3.716 -1.590 0.745
N -1.247448 2.927131 -2.990210 4.979 2.049 -1.025
H 1.291827 4.947969 -3.061517 -0.104 -0.126 -0.027
H 1.968550 3.303270 -3.027939 -0.143 0.006 0.029
H 1.382008 3.993600 -4.559151 -0.121 -0.016 0.109
C -2.335904 -10.389822 -9.757935 -0.750 0.621 -0.218
C -3.465256 -9.456108 -10.103352 -3.114 2.586 -1.013
N -4.364738 -8.711542 -10.378651 4.228 -3.517 1.259
H -1.832895 -10.045253 -8.851966 -0.117 0.047 -0.106
H -2.724312 -11.396221 -9.589110 -0.036 0.162 -0.046
H -1.614420 -10.419162 -10.576862 -0.148 0.068 0.062
C -7.808680 0.978828 -2.439035 -0.710 0.505 0.455
C -8.899993 1.753565 -1.749443 -3.011 2.155 1.935
N -9.769421 2.371090 -1.200019 4.080 -2.883 -2.517
H -6.902261 0.991767 -1.829826 -0.149 0.073 0.020
H -8.123453 -0.056262 -2.586887 -0.039 0.150 0.042
H -7.590999 1.426550 -3.410748 -0.092 -0.005 0.139